1.
The following is a quantum chemistry calculation of a gas-phase ion, C3H10N6 (charge +2) at a distorted geometry, from the Open Molecules 2025 dataset.

Summary:
* charge: +2
* lowest unoccupied orbital energy (alpha / beta): -9.27 / -9.28 eV
* Kohn-Sham gap (alpha / beta): 8.5 / 8.5 eV
* HOMO level (alpha / beta): -17.81 / -17.81 eV

Cartesian coordinates (Å):
1 C -1.62 0.15 -0.03
2 C 1.09 -0.84 0.03
3 C 1.84 1.48 0.20
4 N -1.49 -1.20 -0.26
5 N -0.51 0.79 0.34
6 N -0.78 -1.97 0.47
7 N 0.79 0.38 0.16
8 N -2.76 0.74 -0.09
9 N 2.11 -1.49 -0.42
10 H 2.19 1.93 -0.80
11 H 1.50 2.32 0.85
12 H 2.64 1.00 0.72
13 H -1.92 -1.52 -1.14
14 H -0.58 1.74 0.56
15 H -0.81 -1.75 1.44
16 H -3.32 0.28 -0.66
17 H -3.11 1.65 0.27
18 H 1.98 -2.51 -0.44
19 H 2.75 -1.17 -1.21


2.
The following is a quantum chemistry calculation of a molecular structure, C7H14FeOPS at a distorted geometry, from the Open Molecules 2025 dataset.

Summary:
* 2S+1: 6
* charge: 0
* lowest unoccupied orbital energy (alpha / beta): 0.46 / -0.78 eV
* Kohn-Sham gap (alpha / beta): 7.0 / 7.4 eV
* HOMO level (alpha / beta): -6.57 / -8.19 eV

Cartesian coordinates (Å):
1 C 0.52 1.64 -1.16
2 C -0.31 2.04 -2.19
3 C -1.65 1.65 -2.39
4 C -2.38 0.81 -1.50
5 C -1.90 0.28 -0.31
6 Fe -0.19 0.64 0.18
7 P 1.81 0.66 1.16
8 H 1.57 1.98 -1.21
9 H 0.10 2.70 -2.97
10 H -2.16 2.02 -3.28
11 H -2.60 -0.36 0.25
12 H -3.40 0.57 -1.84
13 H 1.74 0.77 2.58
14 H 2.72 1.73 0.89
15 H 2.68 -0.46 0.97
16 C -1.34 -3.45 2.46
17 S -0.55 -2.40 1.22
18 C 1.18 -2.84 1.55
19 O -0.93 -2.98 -0.09
20 H -0.88 -3.29 3.44
21 H -1.23 -4.49 2.15
22 H -2.40 -3.17 2.51
23 H 1.77 -2.54 0.68
24 H 1.56 -2.31 2.43
25 H 1.21 -3.92 1.72


The calculation returns the following energy above the lowest of the compared OMol25 structures with the same formula, charge and spin values, one per record and in order: 284.77 27.14 kJ/mol.
The calculation returns the following E_tot values, one per record and in order: -12191.6261 -64037.4550 eV.